# 1
This record from the Open Molecules 2025 dataset describes a structure of composition C41H82As3IN8O7RbS2Si2Te at a distorted geometry. The level of theory is ωB97M-V/def2-TZVPD.

Element x y z (Å)
Rb: 0.07060 0.25006 0.17723
C: 2.02277 -5.49046 4.30636
C: 1.88318 -3.99224 4.55362
N: 0.63546 -3.42669 4.08158
C: 0.40004 -3.23192 2.72308
S: -1.24456 -2.95619 2.27039
N: 1.44383 -3.27293 1.96123
N: 1.30304 -2.79688 0.67320
C: 1.52332 -3.62446 -0.27228
C: 1.76570 -5.09678 -0.08327
C: 1.59368 -3.08108 -1.65679
C: 1.70503 -3.93918 -2.75280
C: 1.83317 -3.40774 -4.02599
C: 1.84517 -2.03275 -4.17604
C: 1.72628 -1.25594 -3.02970
N: 1.59890 -1.75233 -1.80769
H: 2.98963 -5.85560 4.66010
H: 1.94714 -5.69836 3.23964
H: 1.23748 -6.04562 4.82362
H: 2.69643 -3.46316 4.05481
H: 1.95977 -3.77942 5.62334
H: -0.20073 -3.67897 4.58694
H: 1.67526 -5.34793 0.96871
H: 2.76316 -5.37700 -0.43275
H: 1.04129 -5.68386 -0.65145
H: 1.69508 -5.01045 -2.61319
H: 1.91571 -4.06196 -4.88495
H: 1.94862 -1.56540 -5.14621
H: 1.74272 -0.17357 -3.09371
C: -0.75557 0.62690 -5.07945
As: -0.83767 1.27872 -3.21092
C: -2.79522 1.40236 -3.16760
C: -0.57523 3.20554 -3.58698
C: 0.85429 3.77416 -3.62730
C: 1.78571 2.91574 -4.48456
C: 1.43916 3.90962 -2.20600
As: 2.13599 2.31583 -1.26695
C: 3.99633 2.36880 -1.92140
C: 2.48269 3.26480 0.41192
C: 0.77740 5.22130 -4.17154
As: 0.37392 5.77798 -6.03559
C: 2.07419 5.30990 -6.91166
C: -0.71357 4.36414 -6.86763
H: -1.30657 1.27943 -5.75957
H: -1.19704 -0.37105 -5.11150
H: 0.27858 0.55082 -5.41749
H: -3.16553 2.02459 -3.98484
H: -3.07550 1.83964 -2.21069
H: -3.22206 0.40233 -3.25823
H: -1.13656 3.71086 -2.79745
H: -1.08116 3.40368 -4.53277
H: 1.90311 1.92071 -4.04587
H: 2.77936 3.36589 -4.55406
H: 1.39914 2.78208 -5.49256
H: 0.68221 4.32257 -1.53410
H: 2.27932 4.61200 -2.22715
H: 4.37546 3.39176 -1.96813
H: 4.07057 1.91110 -2.90731
H: 4.61281 1.79213 -1.23040
H: 2.99607 4.20868 0.21697
H: 3.11333 2.63949 1.04653
H: 1.52804 3.45087 0.90750
H: 1.74323 5.71500 -4.01116
H: 0.06137 5.77277 -3.55598
H: 2.88564 5.83911 -6.41134
H: 2.03126 5.65390 -7.94524
H: 2.28248 4.24293 -6.89857
H: -1.73274 4.39566 -6.48563
H: -0.31076 3.36344 -6.73550
H: -0.74544 4.59388 -7.93383
C: 0.75673 4.93543 4.93861
Si: 0.20911 3.14443 5.10143
C: 0.76595 2.50504 6.78021
C: -1.66047 3.03748 4.95979
C: 0.95846 2.16617 3.70574
Te: 0.74501 0.03464 3.85395
C: 2.61462 -0.28721 4.86226
Si: 4.18264 -0.05657 3.84905
C: 5.51956 -1.12940 4.62829
C: 4.76974 1.73097 3.93132
C: 3.96783 -0.55184 2.06273
H: 0.33739 5.56094 5.73119
H: 0.44066 5.34672 3.97719
H: 1.84612 5.00632 4.99488
H: 0.13617 2.91623 7.57377
H: 1.79888 2.79188 6.99386
H: 0.69346 1.41577 6.82474
H: -2.05546 2.16424 5.48519
H: -1.93004 2.97320 3.90287
H: -2.14134 3.92456 5.38002
H: 2.01301 2.38957 3.55376
H: 0.43104 2.45623 2.79045
H: 2.54322 -1.32813 5.18896
H: 2.62647 0.32338 5.76867
H: 5.68036 -0.86828 5.67708
H: 6.47219 -1.01858 4.10398
H: 5.23611 -2.18415 4.58600
H: 4.80801 2.09287 4.96190
H: 4.11953 2.39855 3.36465
H: 5.77478 1.82021 3.50973
H: 3.51461 -1.54094 1.96813
H: 4.93402 -0.55463 1.54970
H: 3.30900 0.14501 1.53756
C: -2.19487 -6.54283 -0.05624
C: -2.89668 -5.20133 0.05343
S: -4.57793 -5.31315 -0.48457
O: -4.60843 -5.65285 -1.88980
O: -5.32380 -6.12696 0.44397
C: -5.17776 -3.62477 -0.31425
C: -5.14113 -2.84968 -1.62166
N: -3.78164 -2.55622 -2.06342
C: -2.90310 -1.76052 -1.40232
N: -1.68959 -1.82898 -1.91208
C: -1.75778 -2.72382 -2.93045
C: -3.03999 -3.17519 -3.05235
N: -3.57674 -3.94563 -4.12372
O: -2.79410 -4.64956 -4.73621
O: -4.76411 -3.83895 -4.38209
C: -3.23471 -0.89933 -0.24438
H: -1.17594 -6.42290 0.30817
H: -2.16463 -6.89188 -1.08843
H: -2.69177 -7.29450 0.55612
H: -2.41831 -4.43220 -0.56033
H: -2.90789 -4.82765 1.07839
H: -4.58344 -3.14843 0.47085
H: -6.19922 -3.71718 0.05366
H: -5.66981 -1.90476 -1.49614
H: -5.62576 -3.41171 -2.41482
H: -0.91779 -2.95804 -3.56079
H: -4.30133 -0.73278 -0.10058
H: -2.75116 0.06637 -0.40910
H: -2.80802 -1.33226 0.66391
N: -4.04424 1.36144 2.34168
C: -3.01821 0.57697 2.73353
O: -1.89509 0.69803 2.28653
C: -3.27229 -0.46307 3.80608
I: -5.07937 -1.57569 3.53423
H: -3.83986 2.14443 1.74153
H: -4.95305 1.27385 2.76295
H: -3.34222 0.00822 4.78380
H: -2.46361 -1.19257 3.76649
C: -2.83283 3.89808 0.29805
O: -1.16145 2.42351 -0.53051
C: -1.44778 3.24270 0.38659
O: -0.71332 3.59427 1.32636
H: -3.55991 3.22852 -0.16734
H: -2.75439 4.77908 -0.34345
H: -3.17056 4.23855 1.27811

## Properties
LUMO level: 1.71 eV
electronic energy: -306095.3611 eV
net charge: -1
relative energy (zero: lowest compared OMol25 entry of this formula, charge and spin): 0.000 eV

***

# 2
This record from the Open Molecules 2025 dataset describes a cluster of 9 separate species, C41H82BBr2N2O11P in total at a distorted geometry. The level of theory is ωB97M-V/def2-TZVPD.

Element x y z (Å)
C: 2.40343 -4.49306 1.26465
C: 2.57808 -3.31518 1.02181
C: 3.01044 -1.91577 0.52894
C: 1.93641 -1.23788 -0.45242
C: 0.57250 -0.92699 0.33031
P: -0.45930 0.44074 -0.53003
C: -0.98848 -0.84068 -1.88929
C: -2.15326 -1.82023 -1.54442
O: -3.22109 -1.72344 -2.16894
N: -2.08419 -2.93548 -0.61023
C: -3.41492 -3.55225 -0.38668
C: -1.22423 -4.05256 -1.16581
C: 0.51249 1.35872 -1.85216
C: -0.02933 2.74127 -2.38919
C: -1.47856 2.74142 -3.00292
O: 0.84601 3.07393 -3.52973
B: -2.32070 0.70149 -0.02060
O: -3.34490 1.13407 -0.92230
N: -2.81713 0.51807 1.37719
C: -2.73200 -0.89616 1.82555
C: -4.26116 0.88284 1.46481
C: 0.00724 1.62579 0.90310
Br: -1.06278 3.33281 0.94257
C: 1.54388 1.98838 1.10048
C: 1.89895 3.54093 0.94139
Br: 2.04143 1.56817 3.01234
H: 2.30510 -5.52141 1.68620
H: 4.00041 -1.97423 -0.02578
H: 3.20158 -1.19255 1.38405
H: 1.79671 -1.98234 -1.29018
H: 2.44268 -0.32245 -0.86151
H: 0.03071 -1.91230 0.37192
H: 0.84975 -0.66526 1.38950
H: -0.13352 -1.46319 -2.29630
H: -1.38121 -0.22875 -2.76627
H: -3.79645 -4.14550 -1.28021
H: -4.23188 -2.82706 -0.12836
H: -3.31568 -4.24704 0.50631
H: -1.80636 -4.99975 -1.33975
H: -0.45944 -4.28173 -0.36724
H: -0.73901 -3.76698 -2.13931
H: 1.61087 1.53878 -1.60294
H: 0.58408 0.68151 -2.76540
H: 0.13412 3.61764 -1.68703
H: -2.22646 3.11610 -2.24129
H: -1.47314 3.53525 -3.81891
H: -1.78412 1.78692 -3.51130
H: 1.68538 2.58638 -3.45605
H: -3.16056 0.83363 -1.83096
H: -3.66811 -1.43964 1.50925
H: -2.76436 -0.88450 2.96640
H: -1.78929 -1.43903 1.55208
H: -4.55416 0.76532 2.55971
H: -4.94114 0.20472 0.87235
H: -4.46240 1.96501 1.21922
H: -0.30816 1.11287 1.86612
H: 2.27080 1.39844 0.48430
H: 1.57287 4.15034 1.83143
H: 1.58430 3.96779 -0.04788
H: 3.03804 3.57838 0.95755
C: 5.25119 -3.87682 -4.14928
C: 3.92304 -3.26755 -3.79063
C: 2.76859 -3.52097 -4.72612
O: 3.78520 -2.59688 -2.78639
H: 5.98603 -3.61261 -3.39085
H: 5.16264 -4.96493 -4.18790
H: 5.58904 -3.49094 -5.11227
H: 2.57065 -4.59261 -4.79051
H: 2.99665 -3.11986 -5.71558
H: 1.87620 -3.02252 -4.34341
C: 7.55499 -0.49034 -2.45017
C: 7.58840 -0.88069 -3.90516
C: 7.67042 0.23130 -4.91876
O: 7.55034 -2.04469 -4.24674
H: 7.49537 -1.38971 -1.83585
H: 8.46588 0.05231 -2.18960
H: 6.67770 0.12838 -2.25127
H: 8.58639 0.80577 -4.76732
H: 6.79844 0.88219 -4.82877
H: 7.68668 -0.19498 -5.92260
C: 0.37538 2.63095 -8.49194
C: 1.62641 2.29981 -7.71913
C: 1.49296 2.13208 -6.22819
O: 2.69739 2.17396 -8.27644
H: 0.61883 2.72278 -9.55122
H: -0.35985 1.83317 -8.36921
H: -0.03687 3.57996 -8.14351
H: 0.80718 1.31193 -6.00594
H: 1.13084 3.05714 -5.78041
H: 2.47050 1.89631 -5.80302
C: 1.42022 -9.92007 1.96652
C: 1.97748 -8.62080 2.48558
C: 2.71442 -8.65860 3.79892
O: 1.83790 -7.58393 1.86947
H: 0.91670 -9.74307 1.01533
H: 2.23004 -10.63447 1.80668
H: 0.69598 -10.32412 2.67652
H: 3.58139 -9.31733 3.72000
H: 2.04739 -9.00701 4.58984
H: 3.05950 -7.65448 4.04910
C: -4.00847 4.85513 5.12391
C: -4.08872 4.54619 3.65243
C: -3.24054 5.37518 2.72570
O: -4.80897 3.66311 3.23002
H: -4.67086 4.18187 5.67104
H: -2.98681 4.70656 5.47840
H: -4.32565 5.88375 5.30683
H: -2.18505 5.25105 2.97714
H: -3.52637 6.42612 2.80146
H: -3.39714 5.04452 1.69954
C: -6.37073 7.38636 -0.95491
C: -5.36236 6.27645 -0.80253
C: -5.52497 5.06640 -1.68600
O: -4.45597 6.35330 -0.00059
H: -6.13102 8.19051 -0.25799
H: -6.33724 7.78236 -1.97183
H: -7.37152 7.01330 -0.72862
H: -5.45402 5.35980 -2.73556
H: -6.48833 4.59080 -1.49207
H: -4.73115 4.35009 -1.46798
C: -1.63604 -5.00691 3.40037
C: -2.46638 -3.96517 4.10637
C: -2.04002 -3.56529 5.49552
O: -3.43829 -3.46838 3.57785
H: -2.05761 -5.19639 2.41222
H: -0.61124 -4.64832 3.28089
H: -1.64525 -5.93867 3.96976
H: -1.03333 -3.14308 5.46849
H: -2.06693 -4.43323 6.15749
H: -2.72626 -2.80987 5.88060
C: 0.56463 3.86341 6.50170
C: -0.25189 4.94076 7.16836
C: 0.14922 5.35347 8.56111
O: -1.19607 5.45450 6.60466
H: 0.16299 3.66989 5.50588
H: 1.60200 4.18942 6.40325
H: 0.51233 2.94237 7.08578
H: 1.16778 5.74653 8.55373
H: 0.08021 4.49870 9.23681
H: -0.52487 6.13464 8.91484

## Properties
LUMO level: 0.17 eV
electronic energy: -219395.5568 eV
SMILES string: C#CCCCP(CC(=O)N(C)C)(C[C@H](C)O)(B(O)N(C)C)[C@H](Br)[C@@H](C)Br.CC(C)=O.CC(C)=O.CC(C)=O.CC(C)=O.CC(C)=O.CC(C)=O.CC(C)=O.CC(C)=O